# 1
Computed, not measured: C26H21CrN4OS5 as an isolated structure, with the ωB97M-V functional and the def2-TZVPD basis.

ORCA input file:
```
! wB97M-V def2-TZVPD RIJCOSX def2/J DEFGRID3
* xyz -1 5
Cr 0.71592 -0.59101 -0.21595
S -0.06732 1.64112 -0.45129
C -1.07683 1.43366 -1.86780
C -2.20020 2.24256 -2.07494
C -2.98670 2.09898 -3.20290
C -2.68314 1.14986 -4.17437
C -1.57041 0.34569 -4.00274
C -0.78304 0.49513 -2.86753
S 0.61598 -0.56903 -2.64928
C 2.00511 0.61515 -2.79523
C 3.07504 0.34369 -1.77700
C 4.40558 0.59502 -2.04212
C 5.33033 0.43777 -1.01659
C 4.89757 0.06415 0.23561
C 3.54221 -0.16382 0.44071
C 3.03252 -0.63950 1.77169
S 1.27889 -0.25934 2.10684
C 1.23465 1.22890 3.04804
C 0.27722 1.19007 4.07202
C 0.07053 2.28131 4.88484
C 0.85286 3.42223 4.67023
C 1.80652 3.45106 3.68225
C 2.05219 2.35471 2.81598
S 3.30079 2.41910 1.64086
N 2.67053 -0.07109 -0.56933
H -2.45706 2.96975 -1.31563
H -3.86237 2.72525 -3.32021
H -3.31261 1.03018 -5.04568
H -1.31351 -0.40871 -4.73580
H 1.57743 1.59507 -2.57070
H 2.39422 0.59515 -3.81059
H 4.70670 0.91880 -3.02856
H 6.37979 0.63077 -1.19713
H 5.58243 -0.02228 1.06692
H 3.64443 -0.25618 2.58468
H 3.05358 -1.73103 1.77783
H -0.30759 0.28793 4.20600
H -0.67601 2.25094 5.66669
H 0.71092 4.29672 5.29516
H 2.41245 4.33517 3.53118
N -5.51411 -3.85573 -0.30467
C -5.20966 -2.67359 0.37565
S -6.43252 -1.91630 1.25676
C -3.88950 -2.17982 0.23511
C -2.92115 -2.78011 -0.62928
C -1.65148 -2.29056 -0.69921
N -1.21314 -1.21499 0.00388
C -2.13124 -0.61704 0.81837
C -3.41368 -1.04569 0.95756
H -6.39744 -4.23668 -0.00276
H -4.77702 -4.54573 -0.33087
H -3.17703 -3.61271 -1.26957
H -0.92115 -2.77073 -1.33937
H -1.78195 0.25886 1.35080
H -4.08873 -0.52685 1.62254
O 2.10410 -4.68617 -0.46498
C 1.72636 -3.57486 -0.27580
N 1.35975 -2.46520 -0.07034
*
```

E_HOMO (alpha / beta) = -2.900 / -4.473 eV
ΔE to the lowest compared entry with this formula, charge and spin = 0.0 kJ/mol

---

# 2
Computed, not measured: C26H21FN4O6RhS3 as an isolated structure at a distorted geometry, with the ωB97M-V functional and the def2-TZVPD basis.

ORCA input file:
```
! wB97M-V def2-TZVPD RIJCOSX def2/J DEFGRID3
* xyz -1 1
Rh 0.44141 1.49007 -1.07432
S 2.45130 1.29518 -2.03388
C 2.67146 -0.42189 -1.66713
N 3.84059 -0.91900 -1.80611
N 4.04411 -2.19725 -1.38784
C 3.67774 -2.82584 -0.17800
C 4.17574 -4.11525 0.01259
C 3.91135 -4.81217 1.18004
C 3.15040 -4.23596 2.18767
C 2.66831 -2.94744 2.00479
C 2.92155 -2.24106 0.83704
N 1.59937 -1.27680 -1.31612
N 0.51547 -0.70015 -1.23697
C -0.60402 -1.58972 -1.06881
C -1.81759 -1.12465 -1.53597
C -2.93431 -1.94562 -1.45781
C -2.82861 -3.20617 -0.89480
C -1.59962 -3.65815 -0.41315
C -0.48067 -2.85545 -0.50621
H 4.86855 -2.57914 -1.81190
H 4.77021 -4.57548 -0.77107
H 4.30532 -5.81460 1.29965
H 2.94519 -4.77673 3.10224
H 2.07638 -2.47369 2.77874
H 2.53904 -1.23616 0.73988
H -1.87537 -0.13072 -1.96596
H -3.88776 -1.58339 -1.82216
H -3.70508 -3.83839 -0.81844
H -1.51961 -4.63722 0.04047
H 0.48020 -3.18099 -0.12920
O -1.41838 1.94757 -2.09885
S -2.55553 2.78591 -1.57997
O -3.28929 3.34796 -2.68626
O -2.19995 3.69513 -0.52209
C -3.65164 1.56421 -0.84207
C -4.84528 1.34308 -1.52869
C -5.77110 0.41995 -1.07055
C -5.51113 -0.30329 0.08253
C -4.32511 -0.10780 0.76608
C -3.37816 0.81666 0.31991
S -1.95247 0.92921 1.41955
O -2.30714 1.90504 2.41753
O -1.76107 -0.42882 1.87955
O -0.81385 1.38860 0.60244
H -5.02727 1.92788 -2.41936
H -6.69723 0.27040 -1.61340
H -6.22769 -1.03102 0.44597
H -4.09417 -0.68582 1.65207
F 3.59644 3.99556 3.85055
C 2.95086 3.89898 2.66106
C 3.69762 3.93772 1.50059
C 3.03615 3.82506 0.28821
C 1.64816 3.68314 0.22564
C 0.91879 3.54531 -1.05461
C 0.93248 3.66835 1.42821
C 1.58081 3.76992 2.65247
H 4.77283 4.05374 1.55759
H 3.60502 3.83876 -0.63408
H 1.47154 3.82474 -1.94416
H -0.07101 3.97626 -1.02043
H -0.14530 3.56466 1.39162
H 1.03094 3.74679 3.58569
*
```

E_HOMO (alpha / beta) = -5.366 / -5.361 eV

---

# 3
Computed, not measured: C26H22Br6N4O8 as an isolated structure at a distorted geometry, with the ωB97M-V functional and the def2-TZVPD basis.

ORCA input file:
```
! wB97M-V def2-TZVPD RIJCOSX def2/J DEFGRID3
* xyz 0 1
C 0.31022 -7.73734 -6.87849
Br 0.77859 -6.20931 -5.69825
Br -1.23778 -8.80602 -6.36558
Br 1.95654 -8.74770 -6.66812
H 0.33181 -7.38368 -7.90929
C 0.90694 -3.08115 0.85781
Br 1.78213 -4.64024 1.75235
Br 1.41899 -1.33975 1.72498
Br -1.01896 -3.56173 0.81232
H 1.27657 -3.04672 -0.16703
C -8.75968 -5.98053 -3.56784
C -7.38519 -5.98406 -3.17869
C -6.44782 -5.45909 -3.98440
C -6.79382 -4.89150 -5.29368
C -8.11853 -4.99082 -5.65754
C -9.09496 -5.52011 -4.83852
N -5.80852 -4.22246 -6.14919
O -4.97361 -3.44316 -5.66647
O -5.72155 -4.59511 -7.38299
H -9.36534 -6.53563 -2.86680
H -7.04834 -6.44922 -2.26406
H -5.43907 -5.46202 -3.59864
H -8.47820 -4.59086 -6.59406
H -10.06375 -5.48567 -5.31461
C 1.22471 7.66380 1.37230
C 0.57641 8.77630 0.90945
C -0.76443 8.68640 0.60445
C -1.49458 7.45674 0.66673
C -0.81748 6.30149 1.09035
C 0.51200 6.41416 1.47009
N -2.93298 7.39610 0.31725
O -3.60608 6.33645 0.39845
O -3.43240 8.40020 -0.18145
H 2.28852 7.60642 1.54962
H 1.13074 9.60550 0.49528
H -1.22335 9.52661 0.10462
H -1.44046 5.42337 1.00542
H 1.05297 5.51915 1.73972
C 6.03328 -1.85052 -2.68132
C 5.28711 -0.95869 -3.46496
C 5.12760 -1.18790 -4.83341
C 5.85613 -2.14911 -5.53387
C 6.54138 -3.02647 -4.75214
C 6.56425 -2.98425 -3.31732
N 5.72205 -2.18259 -7.01466
O 5.31174 -1.14710 -7.57622
O 5.89203 -3.26276 -7.62131
H 5.88295 -1.72216 -1.61956
H 4.66146 -0.26756 -2.91971
H 4.33570 -0.64376 -5.32655
H 7.07363 -3.92822 -5.01662
H 7.12933 -3.79372 -2.87931
C 2.36488 4.85124 11.94186
C 2.45186 3.44875 12.10820
C 1.79438 2.68575 11.19457
C 1.43448 3.22024 9.94757
C 1.55779 4.62950 9.69366
C 2.04437 5.47161 10.74497
N 0.87325 2.30806 8.86230
O 0.49264 2.75851 7.75682
O 0.89401 1.09439 9.07829
H 2.68646 5.49695 12.74563
H 2.80577 3.03399 13.04047
H 1.75649 1.62933 11.41579
H 1.22390 4.98280 8.72924
H 2.12075 6.54490 10.65210
*
```

E_HOMO = -9.860 eV
ΔE to the lowest compared entry with this formula, charge and spin = 413.3 kJ/mol

---

# 4
Computed, not measured: C26H22BrCl5N2ORuSi as an isolated structure, with the ωB97M-V functional and the def2-TZVPD basis.

ORCA input file:
```
! wB97M-V def2-TZVPD RIJCOSX def2/J DEFGRID3
* xyz 1 2
Ru 0.71310 0.34507 0.19519
C 1.01036 -3.24386 -0.64895
Si -0.37353 -2.79145 0.51330
C -1.91391 -3.63045 -0.12663
C 0.12384 -3.32481 2.22685
N -0.63529 -1.00843 0.53954
C -1.75964 -0.46222 1.16654
C -2.68254 -1.20150 1.91294
C -3.80608 -0.60914 2.46506
C -4.05319 0.74455 2.28746
C -3.15463 1.51468 1.55849
C -2.04107 0.90587 1.02663
O -1.08203 1.60417 0.30253
C -1.33363 2.90568 -0.14850
C -0.91774 3.96544 0.63335
C -1.11463 5.25500 0.15782
C -1.71759 5.45842 -1.07607
C -2.12885 4.37390 -1.84066
C -1.93794 3.07953 -1.37706
H 1.33582 -4.25170 -0.37182
H 1.88408 -2.61052 -0.58291
H 0.70897 -3.29482 -1.69641
H -1.63733 -4.63221 -0.46411
H -2.29273 -3.08260 -0.99430
H -2.73259 -3.72807 0.58360
H 0.21033 -4.41392 2.25270
H -0.54737 -3.02122 3.02985
H 1.11132 -2.90942 2.44947
H -2.52755 -2.25742 2.08505
H -4.49094 -1.21711 3.04005
H -4.93323 1.20437 2.71392
H -3.32270 2.57222 1.40623
H -0.45103 3.77939 1.59266
H -0.79778 6.09984 0.75435
H -1.86995 6.46452 -1.44194
H -2.60310 4.53540 -2.79932
H -2.25639 2.21774 -1.95021
Cl 1.10419 0.42826 2.63051
C 2.57227 -0.35201 2.01680
C 2.51196 -0.48801 0.64080
C 3.66695 -0.98431 0.05091
Cl 3.77088 -1.09617 -1.67492
C 4.76403 -1.38103 0.82349
Cl 6.16383 -2.02227 0.06652
C 4.73823 -1.25767 2.21593
Cl 6.07569 -1.74754 3.16522
C 3.61667 -0.70809 2.84168
Cl 3.52285 -0.48542 4.53433
Br 2.12174 2.38680 -0.94521
C 1.50392 1.22916 -2.33423
C 1.76276 1.42838 -3.66815
C 1.22070 0.50432 -4.54940
C 0.44986 -0.53859 -4.06083
C 0.24699 -0.65018 -2.69817
N 0.79086 0.22109 -1.84109
H 2.35880 2.26582 -3.99912
H 1.39621 0.60905 -5.61140
H 0.00567 -1.26452 -4.72626
H -0.34785 -1.43202 -2.25207
*
```

E_HOMO (alpha / beta) = -10.773 / -10.825 eV
ΔE to the lowest compared entry with this formula, charge and spin = 24.4 kJ/mol